1.
Computed, not measured: C35H59N3O9P5S2W as an isolated structure, with ωB97M-V/def2-TZVPD.

The geometry in XYZ format:
```
114
Properties=species:S:1:pos:R:3:forces:R:3:lowdin_spin:R:1
W 0.742 0.543 0.209 -0.4 0.3 -0.2 0.816
C -4.020 -3.662 -2.371 0.0 0.0 0.0 0.000
C -3.483 -3.371 -0.973 0.0 0.0 0.0 0.000
C -4.300 -4.051 0.130 0.0 0.0 0.0 0.000
P -3.156 -1.608 -0.480 -0.1 0.0 0.0 0.000
C -4.809 -0.723 -0.405 0.0 -0.1 0.0 0.000
C -4.570 0.779 -0.575 0.0 0.0 0.0 0.000
C -6.006 -1.158 -1.257 0.0 0.0 0.1 0.000
C -2.333 -0.895 -1.956 0.0 0.0 0.0 -0.001
C -3.055 -0.542 -3.197 0.0 0.0 0.0 0.000
C -2.433 -0.261 -4.337 0.0 0.0 -0.1 -0.001
C -0.943 -0.352 -4.441 0.0 0.0 0.0 0.000
C -0.301 -0.048 -3.096 0.0 0.0 -0.1 0.001
C -1.010 -0.663 -1.922 -0.1 0.0 0.0 0.002
N -0.169 -0.988 -0.793 -0.2 -0.4 0.1 0.007
C 0.112 -2.364 -0.656 0.0 0.1 0.0 0.003
C -0.194 -3.291 -1.659 0.1 -0.1 -0.1 -0.002
C 0.048 -4.640 -1.470 0.0 0.0 -0.1 0.001
C 0.580 -5.111 -0.277 0.0 0.0 0.0 -0.002
C 0.921 -4.200 0.707 0.0 0.0 0.0 0.000
C 0.734 -2.835 0.512 0.0 0.1 -0.1 -0.001
P 1.207 -1.539 1.666 0.0 -0.2 0.0 0.031
C 2.962 -1.829 2.214 0.0 0.0 0.0 0.006
C 3.975 -1.695 1.081 0.0 -0.1 0.0 0.001
C 3.224 -3.161 2.926 0.0 0.0 0.0 0.001
C 0.282 -1.918 3.234 -0.1 0.0 0.0 0.010
C -1.103 -2.569 3.026 0.0 0.1 0.0 0.000
C 0.269 -0.728 4.197 0.0 -0.1 0.0 0.000
H -4.068 -4.743 -2.531 0.0 0.0 0.0 0.000
H -3.374 -3.240 -3.141 0.0 0.0 0.0 0.000
H -5.021 -3.263 -2.523 0.0 0.0 0.0 0.000
H -2.477 -3.798 -0.917 -0.1 0.0 0.0 0.000
H -5.329 -3.692 0.160 0.0 0.0 0.0 0.000
H -3.857 -3.877 1.113 0.0 0.0 0.0 0.000
H -4.335 -5.129 -0.037 0.0 0.0 0.0 0.000
H -5.088 -0.893 0.642 0.0 0.0 0.0 0.000
H -4.450 1.037 -1.626 0.0 0.0 0.0 0.000
H -3.676 1.123 -0.054 0.0 0.0 0.0 0.000
H -5.420 1.346 -0.189 0.0 0.0 0.0 0.000
H -5.847 -0.993 -2.321 0.0 0.0 0.0 0.000
H -6.874 -0.559 -0.969 0.0 0.0 0.0 0.000
H -6.270 -2.203 -1.116 0.0 0.0 0.0 0.000
H -4.132 -0.532 -3.168 0.0 0.0 0.0 0.000
H -2.975 -0.005 -5.239 0.0 0.0 0.0 0.000
H -0.687 -1.390 -4.720 0.0 0.0 0.0 0.000
H 0.728 -0.430 -3.099 0.0 0.0 0.0 0.000
H -0.649 -2.959 -2.582 0.0 0.0 0.0 0.000
H -0.197 -5.333 -2.264 0.0 0.0 0.0 0.000
H 0.734 -6.170 -0.123 0.0 0.0 0.0 0.000
H 1.331 -4.555 1.642 0.0 0.0 0.0 0.000
H 3.123 -1.010 2.923 0.0 0.0 0.0 0.000
H 3.676 -2.273 0.204 0.0 0.0 0.0 0.000
H 4.937 -2.087 1.421 0.0 0.0 0.0 0.000
H 4.129 -0.665 0.790 0.0 0.1 0.0 0.001
H 3.272 -3.978 2.206 0.0 0.0 0.0 0.000
H 2.508 -3.421 3.703 0.1 0.0 0.0 0.000
H 4.203 -3.099 3.404 0.0 0.0 0.0 0.000
H 0.914 -2.677 3.691 -0.1 0.0 0.0 0.000
H -1.426 -2.604 1.983 0.0 0.0 0.0 0.000
H -1.864 -2.027 3.590 0.0 0.0 0.0 0.000
H -1.098 -3.598 3.383 0.0 0.0 0.0 0.000
H -0.330 0.098 3.822 0.0 0.0 0.0 0.000
H 1.273 -0.346 4.385 0.0 0.0 0.0 0.000
H -0.156 -1.046 5.152 0.0 0.0 0.0 0.000
C 6.726 0.768 2.819 0.0 0.0 0.0 0.000
C 5.998 1.909 2.149 0.0 0.0 0.0 0.000
O 4.585 1.662 2.256 -0.1 0.0 -0.1 0.001
P 3.623 2.550 1.282 0.0 -0.2 0.2 0.008
S 1.750 1.632 2.018 0.2 0.3 0.2 -0.022
S 2.728 0.569 -0.926 0.7 -0.3 -0.2 0.028
O 3.637 3.932 2.125 -0.2 -0.1 -0.1 0.001
C 2.951 5.041 1.475 0.0 0.0 0.1 0.000
C 1.779 5.474 2.322 0.0 0.0 0.0 0.000
H 7.802 0.943 2.795 0.0 0.0 0.0 0.000
H 6.516 -0.173 2.309 0.0 0.0 0.0 0.000
H 6.412 0.679 3.859 0.0 0.0 0.0 0.000
H 6.274 1.986 1.092 0.0 0.0 0.0 0.000
H 6.224 2.861 2.633 0.0 0.0 0.0 0.000
H 2.621 4.746 0.473 0.0 0.0 0.0 0.000
H 3.687 5.839 1.384 0.0 0.0 0.0 0.000
H 1.051 4.668 2.416 0.1 0.0 0.0 0.000
H 1.288 6.326 1.848 0.0 0.0 0.0 0.000
H 2.113 5.770 3.318 0.0 0.0 0.0 0.000
C -2.327 3.097 -2.410 0.0 0.0 0.0 0.001
C -0.955 3.197 -3.051 0.0 0.0 0.0 0.000
O -1.132 3.431 -4.437 -0.1 0.0 0.0 0.000
P 0.109 1.738 -2.787 -0.2 0.0 0.3 0.005
O -0.504 0.530 -5.454 0.1 0.0 0.0 0.000
O 1.434 1.958 -3.430 0.1 0.0 -0.1 0.016
O -0.033 1.613 -1.181 0.3 0.1 -0.1 0.039
P 0.084 4.614 -2.285 -0.1 0.0 0.0 0.000
O 0.946 5.000 -3.610 0.2 -0.1 -0.1 0.000
O -0.861 5.694 -1.933 0.1 0.0 0.0 0.000
O 1.046 4.055 -1.270 0.1 0.0 0.0 0.000
H -2.926 2.354 -2.939 0.0 0.0 0.0 0.000
H -2.804 4.073 -2.487 0.0 0.0 0.0 0.000
H -2.260 2.823 -1.358 0.0 0.0 0.0 0.000
H -0.444 4.048 -4.719 0.1 0.0 0.0 0.000
H 0.435 0.729 -5.329 -0.1 0.0 0.0 0.000
H 2.494 1.590 -1.783 -0.1 0.0 -0.1 0.016
H 1.658 4.340 -3.694 -0.1 0.1 0.0 0.000
N -0.608 3.643 0.813 -0.1 -0.1 0.0 0.006
C -1.388 2.708 1.353 0.1 0.0 -0.1 0.001
C -2.559 3.099 2.054 -0.1 0.0 0.0 -0.001
C -3.350 2.168 2.657 0.0 0.0 0.0 0.001
C -3.015 0.809 2.553 0.0 0.0 0.1 0.001
C -1.890 0.489 1.854 0.0 0.0 0.0 0.011
N -1.061 1.389 1.274 -0.1 0.0 0.0 0.010
H -0.966 4.586 0.778 0.0 0.0 0.0 0.000
H 0.158 3.495 0.137 -0.2 0.0 0.0 0.000
H -2.795 4.154 2.099 0.0 0.0 0.0 0.000
H -4.237 2.478 3.194 0.0 0.0 0.0 0.000
H -3.628 0.028 2.980 0.0 0.0 0.0 0.000
H -1.619 -0.538 1.695 0.0 -0.1 0.0 0.003
```
Positions in Å, forces in eV/Å.

Values from the calculation:
E_tot	-4781.03719	a.u.
gap between HOMO and LUMO (spin up / spin down)	6.667 / 6.755	eV
E_HOMO (spin up / spin down)	-7.95 / -8.10	eV
charge	0
expectation value of S²	0.76
multiplicity	2

2.
Computed, not measured: one molecule with the formula C4H8N2 at a distorted geometry, with ωB97M-V/def2-TZVPD.

The geometry in XYZ format:
```
14
Properties=species:S:1:pos:R:3:forces:R:3:nbo_charge:R:1
C -2.141 0.354 0.297 -0.1 0.2 0.1 -0.364
C -0.818 0.275 0.239 1.6 0.2 -4.2 -0.050
C 0.037 0.778 -1.137 -2.8 -0.2 1.9 -0.642
C 0.044 -0.408 1.143 0.9 2.3 1.2 0.096
N 1.334 -0.323 1.087 -0.6 -4.2 1.7 -0.297
N 2.153 -0.945 0.230 1.4 1.3 -1.7 -0.669
H -2.707 0.950 -0.404 0.0 -0.1 -0.2 0.202
H -2.706 -0.161 1.061 0.0 0.1 0.3 0.202
H 1.001 1.264 -1.024 0.0 -0.3 0.6 0.221
H 0.071 -0.090 -1.793 0.2 0.0 0.0 0.214
H -0.637 1.506 -1.582 0.0 0.1 -0.3 0.211
H -0.340 -0.643 2.132 -0.4 0.3 0.3 0.164
H 2.531 -1.840 0.505 0.1 0.6 0.3 0.373
H 2.178 -0.718 -0.755 -0.3 -0.2 0.0 0.338
```
Positions in Å, forces in eV/Å.

Values from the calculation:
energy above the lowest of the compared OMol25 structures with the same formula, charge and spin	4.390	eV
E_tot	-266.56069	a.u.
gap between HOMO and LUMO (spin up / spin down)	7.964 / 7.966	eV
SMILES string	C=C(C)/C=N\N
E_HOMO (spin up / spin down)	-8.09 / -8.10	eV
charge	0

3.
Computed, not measured: C33H28Cl5MnN4O4PSSi as an isolated structure, with ωB97M-V/def2-TZVPD.

The geometry in XYZ format:
```
78
Properties=species:S:1:pos:R:3:forces:R:3:lowdin_spin:R:1
Mn 0.455 -1.318 -0.658 0.0 0.5 -0.2 4.207
Cl 2.664 -0.886 -1.520 0.1 0.1 0.1 0.004
C 3.213 0.679 -0.843 0.0 -0.1 -0.1 0.001
C 4.571 0.911 -0.950 0.0 0.0 0.0 0.000
C 5.057 2.132 -0.509 0.0 0.0 0.0 0.000
C 4.186 3.087 0.002 0.1 0.0 0.0 0.000
C 2.832 2.821 0.082 -0.1 0.0 0.0 0.000
C 2.308 1.588 -0.321 0.1 0.1 0.0 0.001
P 0.525 1.245 -0.308 -0.1 -0.4 0.0 0.023
C -0.145 2.564 -1.336 0.0 0.1 -0.1 0.004
C 0.222 2.580 -2.682 0.0 0.0 0.0 0.001
C -0.290 3.550 -3.524 0.0 0.0 0.0 0.000
C -1.177 4.497 -3.029 0.0 0.0 0.0 0.001
C -1.542 4.482 -1.692 0.0 0.0 0.0 0.000
C -1.024 3.518 -0.839 0.0 -0.1 0.0 0.001
C -0.105 1.478 1.370 0.0 0.0 0.0 0.004
C 0.650 1.941 2.442 0.0 0.0 0.0 0.002
C 0.077 2.021 3.705 0.0 0.0 0.0 0.000
C -1.241 1.637 3.902 0.0 0.0 0.0 0.001
C -1.995 1.169 2.832 0.0 0.0 0.0 0.000
C -1.433 1.085 1.570 0.0 0.0 0.0 0.001
H 5.228 0.165 -1.376 0.0 0.0 0.0 0.000
H 6.115 2.343 -0.581 0.0 0.0 0.0 0.000
H 4.564 4.047 0.326 0.0 0.0 0.0 0.000
H 2.153 3.583 0.447 0.0 0.0 0.0 0.000
H 0.899 1.828 -3.075 0.0 0.0 0.0 0.000
H -0.008 3.564 -4.568 0.0 0.0 0.0 0.000
H -1.587 5.248 -3.691 0.0 0.0 0.0 0.000
H -2.236 5.218 -1.309 0.0 0.0 0.0 0.000
H -1.320 3.505 0.201 0.0 0.0 0.0 0.000
H 1.686 2.222 2.308 0.0 0.0 0.0 0.000
H 0.664 2.388 4.537 0.0 0.0 0.0 0.000
H -1.684 1.705 4.886 0.0 0.0 0.0 0.000
H -3.025 0.869 2.981 0.0 0.0 0.0 0.000
H -2.026 0.723 0.733 0.0 0.0 0.0 0.000
O -3.298 -3.377 3.266 -0.2 0.0 -0.2 0.000
C -2.113 -3.283 3.837 0.2 0.1 0.2 0.000
O -1.915 -3.620 4.973 0.0 0.0 -0.1 0.000
C -0.996 -2.694 3.028 0.1 0.0 0.0 0.002
C 0.279 -2.446 3.535 -0.1 0.0 0.0 0.009
Cl 0.926 -2.750 5.060 0.0 0.0 0.0 0.004
N 1.029 -1.902 2.555 -0.1 0.0 0.1 0.005
N 0.312 -1.792 1.428 0.0 -0.2 0.0 0.039
C -0.902 -2.271 1.694 0.0 0.0 0.0 0.011
C -1.875 -2.234 0.550 -0.2 -0.1 0.3 0.011
O -3.046 -2.549 0.707 0.1 0.1 0.0 0.012
O -1.373 -1.839 -0.569 0.0 -0.1 0.0 0.027
C 2.362 -1.394 2.616 0.2 0.1 -0.1 0.001
C 2.687 -0.426 3.556 0.0 0.0 -0.1 0.000
C 3.972 0.088 3.568 0.0 0.0 0.0 0.000
C 4.912 -0.352 2.644 0.0 0.0 0.1 0.000
C 4.575 -1.325 1.716 -0.1 -0.1 0.0 0.000
C 3.294 -1.861 1.703 0.0 0.0 0.0 0.001
H -3.315 -3.057 2.331 0.1 -0.1 0.1 0.000
H 1.943 -0.079 4.259 0.0 0.0 0.0 0.000
H 4.240 0.836 4.303 0.0 0.0 0.0 0.000
H 5.915 0.055 2.663 0.0 0.0 0.0 0.000
H 5.312 -1.689 1.012 0.0 0.0 0.0 0.000
H 3.031 -2.655 1.015 0.0 0.0 0.0 0.001
Cl 2.064 -3.756 -3.120 0.0 0.0 0.1 -0.066
Si 0.779 -3.699 -1.529 0.0 0.0 -0.1 -0.204
Cl 1.566 -4.782 0.017 0.0 0.0 0.0 -0.057
Cl -0.983 -4.525 -2.097 0.0 0.0 0.0 -0.052
C -3.044 0.093 -4.933 0.0 0.0 0.0 0.000
N -3.562 -0.796 -3.927 0.0 0.0 0.1 0.000
C -4.129 -2.093 -4.267 0.0 -0.1 0.0 0.000
C -4.520 -2.676 -2.895 0.0 -0.1 -0.1 0.000
N -4.155 -1.606 -1.982 0.0 0.1 -0.1 0.001
C -3.552 -0.577 -2.600 0.0 0.1 0.0 0.000
S -2.917 0.779 -1.839 0.1 0.0 0.0 0.002
H -3.753 0.171 -5.758 0.0 0.0 0.0 0.000
H -2.089 -0.269 -5.326 0.0 0.0 0.0 0.000
H -2.895 1.074 -4.489 0.0 0.0 0.0 0.000
H -3.391 -2.711 -4.786 0.0 0.0 0.0 0.000
H -4.990 -1.976 -4.928 0.0 0.0 0.0 0.000
H -3.973 -3.593 -2.672 0.0 0.0 0.0 0.000
H -5.587 -2.895 -2.840 0.0 0.0 0.0 0.000
H -4.056 -1.736 -0.989 0.0 0.0 0.0 0.000
```
Positions in Å, forces in eV/Å.

Values from the calculation:
energy above the lowest of the compared OMol25 structures with the same formula, charge and spin	0.246	eV
E_tot	-6275.36316	a.u.
gap between HOMO and LUMO (spin up / spin down)	5.159 / 6.803	eV
E_HOMO (spin up / spin down)	-10.24 / -10.24	eV
charge	+1
expectation value of S²	6.37
multiplicity	5

4.
Computed, not measured: C25H40MnNOP as an isolated structure at a distorted geometry, with ωB97M-V/def2-TZVPD.

The geometry in XYZ format:
```
69
Properties=species:S:1:pos:R:3:forces:R:3:lowdin_spin:R:1
C 4.499 -1.519 1.013 -0.4 -0.4 0.1 0.011
C 3.489 -0.863 1.708 0.0 0.4 -0.2 -0.002
C 2.322 -0.451 1.035 0.5 -0.4 0.6 0.017
C 2.064 -0.902 -0.258 -0.7 0.3 -0.6 0.018
C 3.075 -1.570 -0.948 0.8 -0.5 0.3 0.017
C 4.274 -1.914 -0.303 -0.1 0.4 -0.3 -0.001
C 1.384 0.500 1.720 -0.3 0.2 0.7 0.009
C 2.101 1.727 2.332 -0.1 0.2 -0.2 0.001
N 2.727 2.629 1.406 0.0 0.5 0.5 0.000
Mn -0.011 -0.951 -0.760 -0.2 0.4 2.6 4.643
C 2.929 -1.928 -2.408 0.3 -0.3 -0.5 0.002
P 1.808 -0.769 -3.267 1.6 -0.8 -0.5 0.059
H 3.607 -0.646 2.774 0.1 0.1 -0.4 0.000
H 5.020 -2.502 -0.838 0.0 0.3 0.1 0.000
H 5.452 -1.733 1.491 -0.2 -0.2 0.0 0.001
H 2.478 -2.929 -2.522 0.2 0.2 -0.1 0.001
H 3.903 -1.923 -2.927 -0.2 -0.2 0.3 0.000
H 0.603 0.862 1.036 0.2 -0.1 0.1 0.004
H 0.855 -0.008 2.542 0.0 0.1 -0.2 0.000
H 1.369 2.340 2.893 0.1 -0.5 0.0 0.000
C 1.746 -1.398 -4.976 0.5 -0.1 -0.3 0.012
C 2.777 0.770 -3.391 0.2 0.2 -0.2 0.010
H 2.889 1.375 3.018 -0.4 0.2 0.0 0.000
C 4.065 2.391 0.973 0.0 -0.1 -0.4 0.000
C 1.935 3.562 0.656 -0.1 -0.3 0.0 0.000
H -0.194 -0.773 -2.551 -1.2 1.2 -0.3 0.032
H 4.533 3.362 0.749 0.1 -0.3 0.0 0.000
H 4.619 1.889 1.778 0.0 0.1 -0.3 0.000
H 4.095 1.764 0.061 0.4 0.0 0.1 0.000
H 1.232 4.091 1.321 0.1 -0.1 -0.2 0.000
H 2.611 4.303 0.200 -0.3 -0.2 0.1 0.000
H 1.345 3.077 -0.151 0.1 0.3 0.1 0.000
H 3.775 0.572 -3.819 -0.3 0.2 0.1 0.002
H 2.225 1.478 -4.032 0.3 -0.2 0.2 0.000
H 2.890 1.212 -2.391 0.0 -0.1 -0.3 0.000
H 2.752 -1.671 -5.332 -0.3 0.0 -0.2 0.002
H 1.090 -2.280 -5.010 0.2 0.2 -0.1 0.000
H 1.326 -0.616 -5.624 0.1 -0.3 0.1 0.000
H -0.093 -0.031 -2.369 -2.0 0.1 0.3 0.027
C -3.524 -3.408 -1.148 0.3 -0.3 0.1 0.002
C -2.955 -1.990 -1.224 -0.7 0.1 0.3 0.017
C -3.211 -1.395 -2.605 0.3 0.2 -0.3 0.003
C -3.542 -1.111 -0.123 0.9 0.5 0.7 0.006
C -4.905 -0.875 -0.036 -0.2 -0.1 -0.1 0.000
C -5.446 -0.027 0.930 -0.1 0.0 0.1 0.006
C -4.603 0.596 1.856 -0.1 -0.4 -0.3 -0.001
C -3.232 0.381 1.828 0.4 -0.2 -0.4 0.005
C -2.322 1.093 2.826 -0.2 -0.1 -0.2 0.001
C -2.551 2.604 2.816 0.1 0.1 -0.2 0.000
C -2.550 0.576 4.245 0.1 -0.3 0.1 0.000
C -2.662 -0.470 0.820 -2.1 0.3 -0.3 0.006
O -1.378 -0.620 0.738 2.2 -0.4 -0.9 0.073
H -4.602 -3.408 -1.358 0.2 0.0 0.1 0.001
H -3.364 -3.832 -0.148 -0.1 0.1 -0.2 0.000
H -3.027 -4.063 -1.874 -0.2 0.0 0.0 0.000
H -1.854 -2.066 -1.074 -0.4 -0.1 0.0 0.011
H -4.277 -1.421 -2.865 0.2 0.0 0.1 0.000
H -2.874 -0.353 -2.658 -0.1 -0.1 0.0 0.001
H -2.663 -1.962 -3.367 -0.1 0.0 0.0 0.000
H -5.556 -1.371 -0.763 0.0 0.2 0.3 0.000
H -6.523 0.147 0.960 0.3 -0.1 0.0 0.000
H -5.015 1.265 2.615 0.0 -0.2 -0.2 0.000
H -1.289 0.879 2.524 -0.2 0.1 0.1 0.000
H -3.560 2.849 3.173 0.2 0.0 -0.1 0.000
H -1.825 3.101 3.470 -0.1 0.0 0.0 0.000
H -2.434 3.016 1.807 -0.1 0.0 0.1 0.000
H -2.411 -0.509 4.288 0.0 0.1 0.1 0.000
H -1.841 1.040 4.939 -0.1 0.0 0.0 0.000
H -3.569 0.808 4.581 0.2 -0.1 0.0 0.000
```
Positions in Å, forces in eV/Å.

Values from the calculation:
E_tot	-2598.80758	a.u.
gap between HOMO and LUMO (spin up / spin down)	6.744 / 6.326	eV
E_HOMO (spin up / spin down)	-7.12 / -7.19	eV
charge	0
expectation value of S²	8.76
multiplicity	6